# C38H42N2O7

The molecule C38H42N2O7 (ωB97M-V/def2-TZVPD, the Open Molecules 2025 dataset).

Calculated values
* HOMO-LUMO gap: 8.661 eV
* highest occupied orbital energy: -8.0 eV
* structure (SMILES): COc1ccc(O[C@H]2C=C[C@@H](c3ccccc3)O[C@@H]2COC(=O)CC/C(C)=N/O[C@@H](C)c2cc(-c3c(C)cc(C)cc3C)no2)cc1
* relative energy (zero: lowest compared OMol25 entry of this formula, charge and spin): 0.000 eV
* F_max: 1.2 eV Å⁻¹

CARTESIAN COORDINATES (ANGSTROEM)
C (-0.244, 0.014, -8.807)
H (0.690, 0.581, -8.874)
O (-0.100, -1.127, -7.998)
C (0.230, -0.952, -6.684)
C (0.351, -2.113, -5.924)
C (0.681, -2.060, -4.584)
C (0.894, -0.831, -3.968)
C (0.776, 0.329, -4.729)
C (0.449, 0.276, -6.069)
H (0.368, 1.199, -6.621)
H (0.946, 1.276, -4.243)
O (1.217, -0.638, -2.652)
C (1.282, -1.743, -1.772)
C (2.603, -2.460, -1.873)
C (3.299, -2.795, -0.799)
C (2.810, -2.510, 0.590)
C (3.618, -1.433, 1.300)
C (4.684, -0.775, 0.705)
C (5.376, 0.202, 1.403)
C (5.003, 0.535, 2.693)
C (3.926, -0.106, 3.284)
C (3.237, -1.083, 2.590)
H (2.386, -1.577, 3.036)
H (3.623, 0.156, 4.287)
H (5.544, 1.298, 3.233)
H (6.208, 0.707, 0.933)
H (4.975, -1.017, -0.306)
O (1.430, -2.171, 0.597)
C (1.127, -1.176, -0.350)
H (1.811, -0.320, -0.251)
C (-0.296, -0.678, -0.084)
H (-0.283, 0.011, 0.763)
H (-0.683, -0.175, -0.971)
O (-1.168, -1.759, 0.213)
C (-1.332, -2.059, 1.502)
O (-0.847, -1.445, 2.417)
C (-2.273, -3.232, 1.668)
H (-1.932, -3.835, 2.509)
H (-2.268, -3.829, 0.758)
C (-3.695, -2.707, 1.936)
C (-3.733, -1.806, 3.137)
N (-4.119, -0.619, 2.928)
O (-4.148, 0.230, 4.038)
C (-4.461, 1.552, 3.644)
C (-3.361, 2.132, 2.808)
C (-2.150, 1.641, 2.425)
C (-1.606, 2.671, 1.606)
N (-2.442, 3.677, 1.539)
O (-3.532, 3.358, 2.283)
C (-0.340, 2.620, 0.870)
C (0.839, 2.240, 1.518)
C (2.006, 2.106, 0.777)
C (2.027, 2.330, -0.590)
C (0.852, 2.731, -1.211)
C (-0.329, 2.885, -0.506)
C (-1.578, 3.300, -1.221)
H (-1.932, 4.253, -0.834)
H (-2.370, 2.570, -1.065)
H (-1.394, 3.394, -2.289)
H (0.859, 2.923, -2.274)
C (3.271, 2.118, -1.396)
H (3.497, 2.999, -1.995)
H (4.120, 1.901, -0.753)
H (3.124, 1.279, -2.077)
H (2.914, 1.810, 1.283)
C (0.880, 1.959, 2.991)
H (1.877, 2.152, 3.380)
H (0.164, 2.572, 3.532)
H (0.646, 0.911, 3.177)
H (-1.724, 0.691, 2.667)
C (-4.664, 2.365, 4.921)
H (-4.881, 3.397, 4.664)
H (-5.489, 1.949, 5.494)
H (-3.761, 2.323, 5.525)
H (-5.385, 1.551, 3.045)
C (-3.294, -2.358, 4.455)
H (-3.802, -1.833, 5.261)
H (-3.491, -3.424, 4.521)
H (-2.223, -2.186, 4.563)
H (-4.358, -3.559, 2.104)
H (-4.051, -2.149, 1.069)
H (2.862, -3.430, 1.189)
H (4.250, -3.301, -0.874)
H (2.962, -2.662, -2.872)
H (0.453, -2.442, -1.963)
H (0.768, -2.985, -4.037)
H (0.183, -3.062, -6.408)
H (-1.042, 0.669, -8.441)
H (-0.510, -0.358, -9.795)

---

# C4H11N2O2

The ion C4H11N2O2 with charge +1 (ωB97M-V/def2-TZVPD, the Open Molecules 2025 dataset).

Calculated values
* HOMO-LUMO gap: 10.485 eV
* highest occupied orbital energy: -14.0 eV
* structure (SMILES): C[C@@]1([NH3+])CON[C@H]1O
* relative energy (zero: lowest compared OMol25 entry of this formula, charge and spin): 4.664 eV
* F_max: 4.2 eV Å⁻¹
* net charge: +1

CARTESIAN COORDINATES (ANGSTROEM)
C (0.592, 0.678, 1.215)
C (0.552, -0.947, -0.638)
C (-0.316, 0.137, 0.073)
C (-1.667, -0.220, 0.538)
N (2.027, -0.080, -0.414)
N (-0.481, 1.261, -0.996)
O (1.750, 0.966, 0.465)
O (0.376, -2.225, -0.146)
H (0.118, 1.496, 1.725)
H (0.958, -0.103, 1.918)
H (0.385, -0.867, -1.761)
H (-2.033, -1.184, 0.121)
H (-2.345, 0.563, 0.311)
H (-1.658, -0.342, 1.553)
H (2.540, -0.724, 0.136)
H (0.471, 1.630, -1.101)
H (-1.201, 1.809, -0.438)
H (-0.963, 0.818, -1.819)
H (0.897, -2.666, -0.741)

---

# C10H22ClF5NO5PSi2

A cluster of 3 separate species, C10H22ClF5NO5PSi2 in total (ωB97M-V/def2-TZVPD, the Open Molecules 2025 dataset).

Calculated values
* HOMO-LUMO gap: 9.497 eV
* highest occupied orbital energy: -9.2 eV
* structure (SMILES): N=P(O)(O)[Si@](CCF)(O[SiH2]Cl)C(F)(F)C(F)F.CC(C)=O.CC(C)=O
* F_max: 0.4 eV Å⁻¹

CARTESIAN COORDINATES (ANGSTROEM)
N (0.919, 2.816, 3.832)
P (1.144, 2.041, 2.523)
O (2.241, 0.874, 2.433)
O (1.682, 2.943, 1.277)
Si (-0.796, 1.131, 1.751)
C (-0.783, 0.863, -0.091)
C (0.469, 0.166, -0.590)
F (0.597, -1.048, 0.084)
O (-1.934, 2.219, 2.212)
Si (-3.387, 2.678, 1.608)
Cl (-4.739, 2.875, 3.105)
C (-1.076, -0.538, 2.702)
F (-1.781, -1.403, 1.899)
F (0.141, -1.117, 2.967)
C (-1.810, -0.450, 4.040)
F (-3.044, 0.080, 3.828)
F (-1.977, -1.688, 4.560)
H (1.479, 2.595, 4.644)
H (3.147, 1.205, 2.392)
H (1.120, 3.701, 1.087)
H (-0.852, 1.829, -0.604)
H (-1.661, 0.279, -0.383)
H (0.407, -0.030, -1.655)
H (1.373, 0.743, -0.388)
H (-3.226, 3.987, 0.957)
H (-3.879, 1.652, 0.672)
H (-1.266, 0.173, 4.756)
C (1.623, -6.657, 0.242)
C (1.319, -5.471, -0.645)
O (0.975, -5.613, -1.795)
C (1.470, -4.108, -0.017)
H (1.482, -7.581, -0.312)
H (2.649, -6.596, 0.608)
H (0.970, -6.644, 1.117)
H (2.493, -3.973, 0.339)
H (0.815, -4.015, 0.852)
H (1.224, -3.333, -0.735)
C (1.463, 2.153, -5.129)
C (0.166, 2.250, -4.366)
O (0.012, 1.692, -3.303)
C (-0.929, 3.073, -4.996)
H (2.173, 1.537, -4.583)
H (1.283, 1.723, -6.116)
H (1.879, 3.150, -5.286)
H (-1.177, 2.669, -5.980)
H (-0.585, 4.097, -5.150)
H (-1.812, 3.069, -4.363)

---

# C23H52N2O10P2Pb

A structure of composition C23H52N2O10P2Pb (ωB97M-V/def2-TZVPD, the Open Molecules 2025 dataset).

Calculated values
* HOMO-LUMO gap: 3.421 eV
* highest occupied orbital energy: -19.2 eV
* relative energy (zero: lowest compared OMol25 entry of this formula, charge and spin): 1.566 eV
* F_max: 5.9 eV Å⁻¹
* net charge: +4

CARTESIAN COORDINATES (ANGSTROEM)
Pb (-0.675, 1.399, 0.697)
C (-0.617, 6.250, 3.366)
N (-0.061, 5.237, 2.409)
C (1.269, 5.508, 1.736)
C (-0.819, 4.308, 1.917)
O (-0.339, 3.602, 0.970)
C (-2.240, 3.992, 2.419)
O (-2.629, 2.774, 1.681)
C (-3.837, 2.128, 2.117)
C (-3.711, 0.710, 1.421)
O (-2.599, 0.275, 0.984)
N (-4.751, -0.097, 1.433)
C (-4.532, -1.451, 0.868)
C (-6.041, 0.342, 1.879)
H (-0.895, 7.098, 2.756)
H (0.077, 6.471, 4.044)
H (-1.457, 6.016, 3.911)
H (0.946, 5.326, 0.691)
H (2.021, 4.731, 1.906)
H (1.781, 6.440, 1.736)
H (-2.939, 4.769, 2.056)
H (-2.264, 3.855, 3.489)
H (-4.755, 2.599, 1.731)
H (-3.983, 2.046, 3.197)
H (-4.528, -2.200, 1.749)
H (-3.550, -1.421, 0.498)
H (-5.165, -1.592, -0.016)
H (-6.034, 0.687, 2.958)
H (-6.761, -0.489, 1.737)
H (-6.372, 1.149, 1.223)
C (2.988, 1.477, -1.518)
C (3.591, 0.117, -1.418)
C (4.681, -0.048, -0.395)
O (2.487, -0.787, -0.801)
P (1.246, -1.125, -1.795)
O (0.184, -0.025, -1.828)
C (0.451, -2.647, -1.124)
P (0.675, -2.897, 0.676)
O (0.711, -1.780, 1.695)
O (-0.143, -4.086, 1.153)
C (-0.916, -5.384, 0.558)
C (-2.327, -5.192, 0.983)
C (-0.243, -6.485, 1.330)
O (2.296, -3.780, 0.732)
C (3.314, -3.084, 0.873)
C (4.311, -0.528, 4.397)
C (4.630, -3.656, 0.621)
O (1.955, -1.523, -3.093)
C (1.389, -1.890, -4.460)
C (2.583, -1.877, -5.363)
C (0.434, -0.788, -4.932)
H (3.736, 2.285, -1.565)
H (2.227, 1.715, -0.711)
H (2.403, 1.517, -2.415)
H (3.859, -0.203, -2.420)
H (4.555, 0.527, 0.513)
H (5.529, 0.430, -0.937)
H (4.947, -1.018, -0.064)
H (0.871, -3.516, -1.638)
H (-0.677, -2.545, -1.188)
H (-0.689, -5.013, -0.469)
H (-2.869, -4.261, 0.718)
H (-2.454, -5.304, 2.015)
H (-2.930, -5.836, 0.339)
H (-0.540, -6.510, 2.282)
H (0.929, -6.314, 1.269)
H (-0.608, -7.385, 0.906)
H (3.212, -2.066, 1.201)
H (4.125, -1.127, 5.252)
H (3.440, -0.311, 3.765)
H (5.382, -0.445, 4.011)
H (4.449, -4.678, 0.306)
H (5.125, -3.375, 1.511)
H (4.977, -2.968, -0.231)
H (0.963, -2.888, -4.405)
H (2.956, -0.836, -5.357)
H (2.230, -2.024, -6.463)
H (3.259, -2.673, -5.116)
H (0.842, 0.214, -4.748)
H (-0.628, -0.805, -4.529)
H (0.264, -0.959, -5.977)
C (-2.777, 4.147, -2.068)
C (-1.471, 3.496, -2.397)
O (-1.220, 2.319, -1.497)
H (-2.852, 5.115, -2.618)
H (-2.817, 4.442, -1.049)
H (-3.586, 3.495, -2.321)
H (-0.636, 4.177, -2.317)
H (-1.599, 3.046, -3.411)
H (-0.770, 1.662, -2.030)